Entry from the OMol25 dataset: a molecular structure, C20H20F6N5O3S2V (wB97M-V/def2-TZVPD).

Output
max |F|: 0.573 eV/A
E_LUMO (spin up / spin down): -0.29318 / -0.29339 Eh
total charge: +2
spin multiplicity: 1
frontier orbital gap (spin up / spin down): 5.37 / 5.36 eV
ΔE to the lowest compared entry with this formula, charge and spin: 0.000 eV

Geometry (Å):
C -0.4444 -4.8705 -1.8135
H -1.3261 -1.3409 3.1400
H -1.2495 -3.5437 -4.1612
F 2.8593 -1.8073 1.5208
O -1.4427 -0.9244 -2.5955
F 1.9760 0.6126 2.2131
H 4.6480 2.3653 -2.1108
C 1.8580 -2.3482 2.2167
H -5.5351 4.0480 2.6152
C 0.6574 -1.3740 2.3471
C -3.7817 5.1256 2.0125
H 3.2799 0.3950 -1.7034
C 1.1080 -0.0461 3.0120
C -0.2202 -3.8975 -4.0837
H -4.1740 6.0927 2.2938
H 3.7654 4.6233 -1.4654
N 1.6906 1.4117 -0.8457
N 0.4352 -3.7867 -1.3483
C 3.1910 3.7238 -1.2912
O -0.6556 -0.4616 -1.7391
H -0.1619 -2.2254 4.1446
C -0.4758 -2.0186 3.1226
C 2.9016 1.3625 -1.4137
N 0.5908 -2.8529 -3.4392
H -0.2133 4.5878 0.4350
C -2.0024 3.7955 1.1082
C 3.6787 2.4832 -1.6482
O 0.2557 -1.0362 1.0416
C -2.5103 5.0326 1.4681
F 2.3129 -2.7334 3.3924
H 0.9265 -2.0815 -3.9937
C 0.8967 -2.8561 -2.1600
C 1.9357 3.7915 -0.6978
V 0.3878 -0.2238 -0.4708
H -0.7642 -2.9521 2.6447
C -4.5423 3.9825 2.1925
F 0.0516 0.7580 3.1734
H -0.8227 -5.9128 -3.6549
C -0.1252 -5.1737 -3.2669
H -1.4828 -4.5533 -1.7009
C -2.7619 2.6510 1.2909
C -0.1146 2.5943 0.1422
N -0.6172 1.4018 0.2371
N -0.7030 3.7158 0.5444
F 1.4477 -3.4500 1.5469
H -1.9124 5.9253 1.3223
H 0.1698 -4.0435 -5.0886
H 0.8803 -5.5907 -3.3449
H -4.6287 1.8498 1.9733
H 0.7883 -3.7915 -0.4039
F 1.6789 -0.2413 4.1856
H 1.5388 4.7542 -0.4116
S -2.1494 1.0432 0.8825
H -0.2796 -5.7342 -1.1743
C -4.0332 2.7435 1.8312
C 1.2245 2.6309 -0.4852
S 1.9954 -1.6297 -1.5382